[1]
DFT (ωB97M-V/def2-TZVPD) results for a molecular structure, C6H5ClFeN2O8.

Geometry (Å):
O (2.244, -0.294, 3.333)
C (0.334, -0.460, 0.901)
O (-3.868, -0.063, -0.867)
C (1.096, -0.350, -1.157)
O (-0.525, -0.600, 3.090)
H (3.109, -0.168, -0.527)
C (1.206, -0.306, -2.633)
O (-1.940, -0.780, 1.352)
N (2.123, -0.262, -0.305)
C (1.678, -0.323, 0.992)
O (-4.212, 1.985, 0.312)
O (-4.133, 1.999, -2.061)
H (0.218, -0.252, -3.086)
N (-0.026, -0.469, -0.442)
C (-0.727, -0.612, 1.910)
H (1.774, 0.570, -2.947)
O (-2.162, 1.460, -0.809)
C (2.688, -0.260, 2.097)
Cl (-3.679, 1.456, -0.861)
Fe (-2.022, -0.536, -0.474)
H (1.269, -0.373, 3.402)
H (1.712, -1.197, -3.006)
O (3.843, -0.166, 1.786)

Values from the calculation:
⟨S²⟩   8.761
2S+1   6
HOMO level (spin up / spin down)   -14.48 / -14.45 eV
Charge   +1
LUMO level (spin up / spin down)   -4.75 / -7.54 eV



[2]
DFT (ωB97M-V/def2-TZVPD) results for 2 unconnected molecules or ions with the total composition C6H5ClN2.

Geometry (Å):
N (2.051, 0.251, 0.881)
Cl (-0.858, -1.407, -0.925)
H (-3.461, 1.646, 1.150)
H (-3.119, 2.558, -0.290)
N (1.534, -2.301, -0.857)
C (1.058, 0.809, 1.002)
H (-2.687, 3.266, 1.285)
C (-1.295, 1.761, 0.857)
H (3.607, -2.493, -0.692)
C (-0.166, 1.355, 1.019)
C (2.705, -2.529, -1.266)
C (-2.610, 2.310, 0.754)
C (0.350, -2.517, -0.565)
H (2.889, -2.710, -2.353)

Values from the calculation:
HOMO level   -8.16 eV
Charge   0
Energy above the lowest of the compared OMol25 structures with the same formula, charge and spin   107.4 kcal/mol
LUMO level   0.37 eV



[3]
DFT (ωB97M-V/def2-TZVPD) results for C6H5ClO in the gas phase.

Geometry (Å):
H (3.628, 0.655, 0.233)
H (-0.685, 2.214, -0.018)
C (-0.279, -1.185, 0.116)
C (-0.933, 0.000, 0.100)
C (1.194, 1.205, 0.055)
O (3.173, -0.152, -0.120)
C (1.117, -1.178, 0.004)
H (-0.871, -2.059, 0.167)
Cl (-2.767, 0.011, -0.067)
H (1.841, 2.081, -0.064)
C (1.833, 0.005, -0.006)
C (-0.233, 1.188, 0.053)
H (1.555, -2.075, -0.150)

Values from the calculation:
HOMO level   -8.93 eV
Charge   0
SMILES string   Oc1ccc(Cl)cc1
Energy above the lowest of the compared OMol25 structures with the same formula, charge and spin   0.0 kcal/mol
LUMO level   0.66 eV



[4]
DFT (ωB97M-V/def2-TZVPD) results for C6H5F4N in the gas phase.

Geometry (Å):
C (1.885, 0.015, -0.308)
C (1.866, -1.258, 0.103)
C (-0.525, 0.126, 0.349)
H (0.774, 1.683, 0.412)
H (-0.373, 0.252, 1.373)
F (-2.165, 0.543, -1.309)
F (-1.566, -2.039, 0.031)
C (0.626, 0.908, -0.235)
F (-2.918, 0.286, 0.770)
F (-1.975, 2.081, 0.128)
C (-0.387, -1.425, 0.057)
C (-1.873, 0.707, -0.052)
H (0.256, 1.315, -1.111)
H (2.774, 0.431, -0.508)
H (2.880, -1.595, 0.184)
N (0.721, -2.030, 0.117)

Values from the calculation:
HOMO level   -9.51 eV
Charge   0
SMILES string   FC1=NC=CC[C@H]1C(F)(F)F
Energy above the lowest of the compared OMol25 structures with the same formula, charge and spin   0.0 kcal/mol
LUMO level   0.15 eV



[5]
DFT (ωB97M-V/def2-TZVPD) results for C6H5F4NO3S in the gas phase.

Geometry (Å):
H (0.652, -1.719, 1.737)
H (2.047, -1.152, 0.164)
H (-2.031, -0.262, -0.919)
F (-3.836, 2.230, -1.108)
N (-1.181, -1.078, 0.882)
C (-1.776, 0.787, -0.476)
F (-3.677, 1.431, 0.833)
O (-1.116, -1.995, -1.497)
O (-3.293, -1.843, -0.495)
H (-0.188, 2.213, -0.683)
F (-1.808, -1.429, 2.039)
C (0.993, -0.648, 0.086)
H (1.475, 1.115, -1.055)
F (-2.288, 2.999, 0.163)
C (-2.886, 1.818, -0.172)
C (-0.510, 1.181, -0.605)
C (0.695, 0.446, -0.635)
S (-1.971, -2.392, -0.404)
O (-1.651, -3.584, 0.354)
C (0.099, -1.269, 0.962)

Values from the calculation:
HOMO level   -10.73 eV
Charge   0
Energy above the lowest of the compared OMol25 structures with the same formula, charge and spin   21.4 kcal/mol
LUMO level   -1.97 eV



[6]
DFT (ωB97M-V/def2-TZVPD) results for C6H5FO in the gas phase.

Geometry (Å):
C (-1.182, -0.956, -0.011)
C (-0.071, 1.032, -0.038)
F (-2.298, -1.773, -0.056)
H (2.245, -1.224, -0.517)
C (-1.287, 0.384, -0.095)
O (-0.318, 2.339, 0.370)
C (1.205, 0.480, -0.127)
H (0.450, 2.883, 0.817)
H (0.231, -2.690, -0.233)
H (-2.289, 0.880, 0.021)
H (2.053, 1.206, 0.030)
C (0.054, -1.699, 0.016)
C (1.208, -0.861, -0.177)

Values from the calculation:
HOMO level   -8.77 eV
Charge   0
SMILES string   Oc1cccc(F)c1
Energy above the lowest of the compared OMol25 structures with the same formula, charge and spin   9.6 kcal/mol
LUMO level   0.66 eV



Q: Which DFT total energy values were calculated for the entries above? A: -72558.780; -21800.110; -20872.464; -18661.797; -35635.122; -11066.445, in eV.